Run 1
Density functional theory data (wB97M-V/def2-TZVPD) for an isolated molecule of C19H32N2O5.

Cartesian coordinates (Å):
C  0.64781  -3.56108  -1.52620
C  0.72254  -4.14390  -2.92211
O  -0.56117  -4.28868  -3.52290
C  -1.10514  -3.12059  -4.07457
C  -1.70413  -3.25445  -5.48239
C  -2.86148  -2.33802  -5.02982
C  -2.50763  -2.66395  -3.56843
C  -2.51382  -1.53118  -2.57534
O  -2.50048  -0.35639  -2.91663
N  -2.44239  -1.91044  -1.27625
C  -2.23070  -0.99577  -0.17265
C  -1.20517  0.11086  -0.44560
C  -0.41389  0.30194  0.88807
C  1.02738  -0.08034  0.59730
O  1.48753  -1.17819  0.84557
N  1.73550  0.88621  -0.06202
C  2.90848  0.56118  -0.83327
C  2.64576  -0.29367  -2.05411
C  1.77792  0.40806  -3.08130
O  1.39143  -0.52395  -4.06920
C  0.49331  0.04499  -5.00265
C  3.96807  1.62495  -0.88425
C  4.17966  0.37806  -0.06773
C  -1.07653  -0.63541  1.89919
C  -1.66136  -1.74293  1.03377
O  -2.58682  -2.60639  1.66412
H  1.63514  -3.51592  -1.06378
H  0.24833  -2.54553  -1.54929
H  0.00178  -4.17226  -0.89269
H  1.36077  -3.52429  -3.56182
H  1.14532  -5.14846  -2.89489
H  -0.39224  -2.29277  -4.01094
H  -1.09073  -2.94485  -6.32795
H  -2.03759  -4.28131  -5.63400
H  -2.66862  -1.28577  -5.23209
H  -3.86523  -2.59251  -5.36247
H  -3.04687  -3.53726  -3.19652
H  -2.46617  -2.89442  -1.05998
H  -3.18659  -0.54063  0.12161
H  -0.53856  -0.20701  -1.24841
H  -1.68242  1.02580  -0.78594
H  -0.44748  1.34215  1.21628
H  1.23105  1.71855  -0.32302
H  3.59508  -0.58062  -2.51134
H  2.14945  -1.21360  -1.73787
H  0.88013  0.82862  -2.60683
H  2.32187  1.24397  -3.54439
H  0.29128  -0.70850  -5.76260
H  -0.44851  0.33031  -4.51984
H  0.93368  0.92441  -5.48641
H  4.51693  1.73115  -1.80999
H  3.78113  2.54718  -0.35137
H  4.11456  0.46230  1.00673
H  4.87534  -0.36397  -0.43321
H  -0.37972  -1.01994  2.64095
H  -1.88840  -0.11375  2.41684
H  -0.84638  -2.38607  0.69458
H  -3.31327  -2.07680  2.01203

Molecular weight (g/mol): 368.474
Charge: 0
Highest occupied orbital energy (eV): -9.25
Orbital gap (eV): 9.9221
2S+1: 1
SMILES: CCO[C@H]1CC[C@@H]1C(=O)N[C@@H]1C[C@H](C(=O)NC2(CCOC)CC2)C[C@H]1O

***

Run 2
Density functional theory data (wB97M-V/def2-TZVPD) for an isolated molecule of C19H32N2O5.

Cartesian coordinates (Å):
C  0.64830  -2.00285  -0.97843
C  0.53206  -2.58436  -2.37512
O  -0.77482  -3.03035  -2.70075
C  -1.74189  -2.02552  -2.81972
C  -2.90649  -2.35219  -3.75888
C  -3.84159  -1.63900  -2.75949
C  -2.76910  -1.83695  -1.66544
C  -2.53700  -0.68774  -0.72000
O  -2.47747  0.46576  -1.12503
N  -2.35529  -1.02028  0.57900
C  -2.10428  -0.07313  1.64589
C  -1.07683  1.01357  1.33281
C  -0.40268  1.34243  2.70257
C  1.10807  1.18664  2.56850
O  1.74471  0.31590  3.13156
N  1.67758  2.11064  1.74036
C  3.02230  1.94740  1.25757
C  3.24456  0.83557  0.25328
C  2.63562  1.09372  -1.11433
O  1.28399  1.48557  -0.97671
C  0.62398  1.60752  -2.21979
C  3.81350  3.21718  1.11666
C  4.10427  2.26028  2.24164
C  -0.99804  0.35890  3.71646
C  -1.49624  -0.78684  2.85031
O  -2.36777  -1.71614  3.46675
H  1.69746  -1.82331  -0.73543
H  0.12233  -1.05085  -0.89054
H  0.24284  -2.69684  -0.24065
H  0.86330  -1.85053  -3.12223
H  1.16590  -3.46542  -2.47475
H  -1.28739  -1.05817  -3.06513
H  -2.85397  -1.98713  -4.78292
H  -3.07348  -3.42980  -3.76330
H  -3.94723  -0.57848  -2.98272
H  -4.82022  -2.07695  -2.57693
H  -2.89502  -2.79047  -1.14897
H  -2.50630  -1.97698  0.85701
H  -3.04939  0.39097  1.96193
H  -0.34136  0.62832  0.62544
H  -1.53218  1.88139  0.86342
H  -0.60265  2.37569  2.99008
H  1.05015  2.57621  1.10204
H  4.31766  0.67876  0.12120
H  2.83712  -0.08688  0.67657
H  3.19013  1.88839  -1.63469
H  2.70125  0.18920  -1.73387
H  -0.42931  1.79064  -2.01736
H  1.04450  2.42944  -2.81050
H  0.71398  0.68115  -2.80041
H  4.51806  3.27438  0.29750
H  3.31618  4.14582  1.35928
H  3.78776  2.53786  3.23604
H  5.00767  1.66838  2.19573
H  -0.26884  0.03555  4.45539
H  -1.84853  0.81586  4.23321
H  -0.63967  -1.37405  2.50532
H  -3.07022  -1.22788  3.91058

Molecular weight (g/mol): 368.474
Charge: 0
Highest occupied orbital energy (eV): -9.38
Orbital gap (eV): 10.1411
2S+1: 1
SMILES: CCO[C@H]1CC[C@@H]1C(=O)N[C@@H]1C[C@H](C(=O)NC2(CCOC)CC2)C[C@H]1O

***

Run 3
Density functional theory data (wB97M-V/def2-TZVPD) for an isolated molecule of C19H32N2O5.

Cartesian coordinates (Å):
C  -0.26064  0.51536  3.79337
H  -1.02609  0.64078  3.02990
H  -0.55383  1.06273  4.68468
H  0.67729  0.91743  3.41789
C  -0.08414  -0.96248  4.12313
C  -1.39480  -1.62993  4.51766
H  -2.11719  -1.54163  3.70936
H  -1.79729  -1.15003  5.40504
H  -1.23502  -2.68441  4.72873
H  0.66023  -1.07715  4.92059
O  0.41985  -1.64048  2.95867
C  1.73165  -1.88604  2.89879
O  2.49981  -1.70122  3.80328
C  2.12889  -2.54508  1.58609
H  1.80639  -3.58770  1.62665
H  3.21907  -2.52354  1.55593
C  1.54315  -1.86960  0.33655
C  1.49473  -0.37556  0.50800
O  1.96381  0.21948  1.45001
C  0.88767  0.28761  -0.69986
C  0.78478  1.80545  -0.47459
C  0.02265  2.49018  -1.58459
O  0.35468  2.51860  -2.74279
O  -1.09095  3.04882  -1.11449
C  -1.93987  3.74620  -2.04420
C  -1.44759  5.17927  -2.21041
H  -1.44970  5.68761  -1.24899
H  -2.09545  5.71449  -2.89855
H  -0.43593  5.17995  -2.60882
C  -3.35509  3.68190  -1.48913
H  -3.39608  4.18159  -0.52486
H  -4.04167  4.17149  -2.17344
H  -3.66349  2.64782  -1.35834
H  -1.87791  3.22529  -3.00879
H  0.28340  2.00221  0.47383
H  1.79169  2.22388  -0.42743
C  1.88047  -0.01359  -1.87210
N  2.18751  -1.39556  -2.07524
C  2.51064  -2.10530  -0.87702
H  2.55363  -3.17484  -1.08908
H  3.50565  -1.77990  -0.54220
C  1.51864  -2.10446  -3.14269
H  0.47615  -2.35245  -2.92817
H  2.07164  -3.02252  -3.34236
H  1.56009  -1.48659  -4.03851
H  1.48030  0.41718  -2.78971
H  2.81176  0.51498  -1.62538
C  -0.51155  -0.29499  -0.93523
N  -0.49519  -1.73400  -1.06978
C  0.13033  -2.39772  0.05566
H  0.18941  -3.46526  -0.18258
H  -0.46758  -2.28301  0.97510
C  -1.82197  -2.25505  -1.31425
H  -1.75967  -3.32971  -1.48082
H  -2.23112  -1.78657  -2.20856
H  -2.51065  -2.07061  -0.47465
H  -0.92240  0.11868  -1.86182
H  -1.16308  0.02799  -0.09948

Molecular weight (g/mol): 368.474
Charge: 0
Highest occupied orbital energy (eV): -8.13
Orbital gap (eV): 8.7541
2S+1: 1
SMILES: CC(C)OC(=O)C[C@]12CN(C)C[C@](CC(=O)OC(C)C)(CN(C)C1)C2=O

***

Verdict on stability: run 1 comes out at the bottom.

***

Run 1
Density functional theory data (wB97M-V/def2-TZVPD) for a cluster of 2 separate species, C2H2FNO in total.

Cartesian coordinates (Å):
C  1.23898  -0.22961  -0.20185
C  -0.12729  0.11712  0.06168
N  2.33443  -0.47520  -0.43566
O  -0.69721  -0.50065  1.10953
F  -0.21260  1.44674  0.05554
H  -0.88284  -0.06707  -1.61360
H  -1.65348  -0.29132  1.02435

Molecular weight (g/mol): 75.042
Charge: 0
Highest occupied orbital energy (spin up / spin down) (eV): -10.49 / -10.49
Orbital gap (spin up / spin down) (eV): 9.7739 / 9.7743
2S+1: 1

***

Run 2
Density functional theory data (wB97M-V/def2-TZVPD) for an isolated molecule of C2H2FNO.

Cartesian coordinates (Å):
C  0.56327  -0.54220  0.36418
C  -0.80471  -0.13524  0.23250
N  -0.22151  -1.46362  0.03560
O  -1.53273  0.04479  1.35661
F  -2.69793  -0.82926  1.33959
H  1.56708  -0.24651  0.54070
H  -1.09842  0.36045  -0.81441

Molecular weight (g/mol): 75.042
Charge: 0
Highest occupied orbital energy (eV): -11.11
Orbital gap (eV): 11.2937
2S+1: 1
SMILES: FO[C@H]1C=N1

***

Verdict on stability: run 2 comes out at the bottom.

***

Run 1
Density functional theory data (wB97M-V/def2-TZVPD) for a cluster of 2 separate species, C4H7ClN2 in total.

Cartesian coordinates (Å):
C  -0.24651  0.17407  -0.92045
C  1.07087  -0.46559  -0.40608
C  -0.19899  1.19722  -2.04793
C  0.79285  -1.48453  2.42701
N  -0.59519  -1.25480  -1.22529
N  0.61209  -1.70455  -0.79641
Cl  2.62515  0.11347  -0.34265
H  -0.82781  0.51990  -0.10919
H  0.22491  0.81070  -2.95901
H  0.41480  2.11967  -1.77469
H  -1.22906  1.46336  -2.31173
H  1.63773  -1.77424  2.93514
H  0.31061  -2.32460  2.05908
H  0.30687  -0.56961  2.85387

Molecular weight (g/mol): 118.567
Charge: 0
Highest occupied orbital energy (spin up / spin down) (eV): -8.88 / -9.15
Orbital gap (spin up / spin down) (eV): 8.8147 / 8.2428
2S+1: 1

***

Run 2
Density functional theory data (wB97M-V/def2-TZVPD) for a cluster of 2 separate species, C4H7ClN2 in total.

Cartesian coordinates (Å):
C  2.01555  -0.18068  0.94541
C  -2.04827  0.64563  -0.26947
C  0.06018  -0.36782  -1.12640
C  -0.65611  0.69254  -0.80139
N  1.36702  -1.38751  1.16048
N  2.80344  -1.09209  0.62360
Cl  1.79570  1.42655  1.21644
H  -2.40970  -0.37802  -0.22227
H  -2.71158  1.22701  -0.91103
H  -2.09241  1.08296  0.72815
H  1.05293  -0.28308  -1.53678
H  -0.32488  -1.36718  -1.02842
H  1.39061  -1.70695  2.13362
H  -0.24248  1.68864  -0.91194

Molecular weight (g/mol): 118.567
Charge: 0
Highest occupied orbital energy (eV): -9.23
Orbital gap (eV): 9.8442
2S+1: 1
SMILES: ClC1=NN1.C=CC

***

Verdict on stability: run 1 comes out at the bottom.

***

Run 1
Density functional theory data (wB97M-V/def2-TZVPD) for an isolated molecule of BrCl3P2.

Cartesian coordinates (Å):
P  0.81891  0.60964  -0.80096
P  -0.73925  -0.61843  0.77058
Cl  2.37092  -0.35927  -0.11743
Cl  0.86273  2.28460  0.30249
Cl  -0.87456  -2.43203  -0.00139
Br  -2.43877  0.51549  -0.15329

Molecular weight (g/mol): 248.211
Charge: 0
Highest occupied orbital energy (eV): -8.80
Orbital gap (eV): 8.2882
2S+1: 1
SMILES: ClP(Cl)#P(Cl)Br

***

Run 2
Density functional theory data (wB97M-V/def2-TZVPD) for a structure of composition BrCl3P2.

Cartesian coordinates (Å):
P  -0.31002  0.76964  -0.65985
P  0.19880  -0.75824  0.86053
Cl  -2.01849  1.22524  0.26207
Cl  -0.87423  -0.32133  -2.27232
Cl  1.19653  0.30343  2.34051
Br  1.80740  -1.21873  -0.53094

Molecular weight (g/mol): 248.211
Charge: 0
Highest occupied orbital energy (eV): -9.31
Orbital gap (eV): 9.0503
2S+1: 1

***

Verdict on stability: run 1 comes out at the bottom.

***

Run 1
Density functional theory data (wB97M-V/def2-TZVPD) for an isolated molecule of C15H21N3O3S.

Cartesian coordinates (Å):
O  2.72517  1.49499  1.15670
O  -1.87805  0.01017  1.97916
N  1.73192  0.93676  1.54065
O  0.47067  0.61160  -2.02109
S  -1.55869  -4.25695  0.70879
C  -1.87391  -5.04146  2.28317
C  -1.47606  -4.17992  3.37195
C  -1.24305  -2.89163  2.80016
C  -1.19717  -2.72259  1.38209
C  -0.86533  -1.42855  0.74600
N  0.20760  0.01654  -0.76113
N  -1.10169  -0.21740  1.11381
C  0.85244  -2.34487  -0.95923
C  -1.36103  -1.57548  -1.72599
C  -1.52034  3.94804  0.47066
C  -0.57362  3.95575  1.68682
C  -2.39645  2.79661  0.42487
C  0.10241  2.61001  2.12421
C  -1.69852  1.61418  -0.39642
C  0.59816  1.76352  0.91775
C  -0.28350  -1.32744  -0.64046
C  -0.52093  0.80264  0.23640
H  1.37829  0.62936  -2.33240
H  -2.26325  -6.04162  2.45910
H  -1.54572  -4.27965  4.46640
H  -1.24826  -2.01524  3.41071
H  0.68872  -3.43289  -0.89063
H  1.80210  -2.16768  -0.40793
H  1.14255  -2.05234  -2.03078
H  -1.81947  -2.53870  -1.62741
H  -0.96217  -1.48831  -2.82409
H  -2.16229  -0.88787  -1.52324
H  -0.93894  4.04568  -0.47240
H  -2.13674  4.89287  0.55321
H  -1.31087  4.25718  2.52898
H  0.07655  4.73992  1.57093
H  -3.25505  2.96557  -0.12422
H  -2.73476  2.43636  1.41340
H  -0.68765  2.10675  2.62508
H  0.97531  2.87994  2.76249
H  -2.53973  1.00478  -0.50083
H  -1.28313  1.96488  -1.35674
H  0.91991  2.49293  0.15467

Molecular weight (g/mol): 323.418
Charge: 0
Highest occupied orbital energy (eV): -7.79
Orbital gap (eV): 7.8812
2S+1: 1

***

Run 2
Density functional theory data (wB97M-V/def2-TZVPD) for an isolated molecule of C15H21N3O3S.

Cartesian coordinates (Å):
C  5.32338  0.90202  -0.43487
O  4.17385  1.04833  -1.23601
C  3.18040  0.08388  -1.00672
C  2.45771  0.25262  0.34534
N  1.25054  -0.52189  0.38951
C  1.16470  -1.74298  0.93265
N  -0.03008  -2.38137  0.77755
N  -1.01893  -1.82870  0.04904
C  -2.17765  -2.34536  -0.01047
C  -3.21643  -1.66168  -0.84939
H  -3.69076  -2.41321  -1.48760
H  -3.99474  -1.28135  -0.18175
C  -2.67836  -0.53793  -1.73650
C  -1.95466  0.56281  -1.00865
C  -0.82019  1.12371  -1.58103
C  -0.11542  2.16963  -0.98444
C  -0.58332  2.62193  0.22382
C  -1.72465  2.07065  0.80759
C  -2.42987  1.05647  0.21031
H  -3.31424  0.66358  0.68083
O  -1.97570  2.70228  1.99648
C  -0.94927  3.65905  2.15139
O  -0.08600  3.60701  1.03652
H  -0.37927  3.44254  3.06934
H  -1.39208  4.66485  2.22904
H  0.75865  2.59864  -1.44491
H  -0.47076  0.74571  -2.53031
H  -3.52353  -0.10206  -2.27846
H  -2.00065  -0.97017  -2.47374
C  -2.60518  -3.59517  0.71235
H  -2.40913  -3.50348  1.78142
H  -3.66573  -3.77757  0.56861
H  -2.05172  -4.45866  0.34042
H  -0.13584  -3.26800  1.26333
S  2.35969  -2.49306  1.79177
H  0.45791  -0.22389  -0.16882
H  3.09749  -0.08850  1.16295
H  2.21139  1.30833  0.48823
H  2.45664  0.21694  -1.81641
H  3.60024  -0.93108  -1.06813
H  5.12402  1.14509  0.61360
H  6.06022  1.59892  -0.82993
H  5.71735  -0.11887  -0.49393

Molecular weight (g/mol): 323.418
Charge: 0
Highest occupied orbital energy (eV): -8.04
Orbital gap (eV): 8.6540
2S+1: 1
SMILES: COCCNC(=S)N/N=C(\C)CCc1ccc2c(c1)OCO2

***

Verdict on stability: run 1 comes out at the bottom.